(1)
C33H59BrFN10O3P2 | the ωB97M-V functional and the def2-TZVPD basis

Geometry as XYZ:
```
109
Properties=species:S:1:pos:R:3:lowdin_charge:R:1
O -0.03 -2.99 0.36 0.14
C 0.56 -3.81 -0.29 -0.46
C 1.31 -3.48 -1.56 -0.07
C 2.79 -3.16 -1.21 -0.04
N 2.92 -2.50 0.12 -0.02
N 3.35 -3.31 1.08 0.13
C 3.45 -2.78 2.27 -0.69
Br 4.01 -3.91 3.67 0.86
C 3.17 -1.44 2.58 0.04
C 2.73 -0.67 1.55 -0.17
F 2.42 0.59 1.75 0.14
C 2.60 -1.22 0.25 -0.06
C 2.08 -0.34 -0.84 -0.08
C 3.11 0.01 -1.94 -0.13
C 2.46 -0.28 -3.32 -0.17
C 3.50 -0.53 -4.41 -0.12
N 4.01 -1.90 -4.29 -0.15
C 5.20 -2.20 -3.68 -0.11
C 5.32 -3.57 -3.78 -0.10
C 4.19 -4.09 -4.44 -0.09
C 3.37 -3.01 -4.74 -0.10
N 0.59 -5.19 0.09 0.11
C -0.51 -5.96 -0.44 -0.24
C -1.00 -5.79 -1.74 -0.03
C -2.06 -6.55 -2.21 -0.07
C -2.66 -7.52 -1.41 -0.08
C -2.17 -7.69 -0.12 -0.07
C -1.12 -6.92 0.35 -0.03
H 0.83 -2.70 -2.15 0.11
H 1.36 -4.36 -2.19 0.12
H 3.30 -4.12 -1.14 0.14
H 3.31 -2.60 -1.99 0.09
H 3.27 -1.06 3.59 0.13
H 1.75 0.59 -0.39 0.12
H 1.18 -0.77 -1.29 0.11
H 4.00 -0.62 -1.91 0.09
H 3.39 1.06 -1.96 0.13
H 1.84 -1.18 -3.27 0.09
H 1.80 0.53 -3.62 0.12
H 4.33 0.17 -4.37 0.13
H 3.06 -0.44 -5.41 0.13
H 5.89 -1.50 -3.24 0.12
H 6.15 -4.18 -3.44 0.10
H 3.96 -5.11 -4.68 0.10
H 2.41 -2.96 -5.23 0.13
H 0.52 -5.19 1.10 0.13
H -0.60 -5.06 -2.43 0.10
H -2.42 -6.37 -3.21 0.11
H -3.48 -8.11 -1.78 0.11
H -2.63 -8.42 0.54 0.11
H -0.76 -7.06 1.37 0.11
O -1.03 1.35 -3.54 -0.32
P -2.45 1.79 -3.26 0.69
N -2.48 3.23 -4.20 -0.30
C -3.32 4.39 -3.98 -0.12
C -2.21 3.04 -5.62 -0.13
N -2.24 2.16 -1.58 -0.33
C -2.63 3.41 -0.96 -0.13
C -1.03 1.66 -0.96 -0.16
N -4.17 1.70 -3.03 -0.27
C -4.60 0.70 -2.02 -0.12
C -4.89 1.33 -4.27 -0.12
H -4.38 4.24 -4.23 0.08
H -2.97 5.22 -4.59 0.08
H -3.27 4.76 -2.96 0.05
H -3.04 2.57 -6.16 0.07
H -1.32 2.42 -5.77 0.07
H -2.00 4.00 -6.11 0.08
H -1.96 4.24 -1.25 0.09
H -2.59 3.32 0.13 0.08
H -3.66 3.67 -1.19 0.07
H -0.16 2.29 -1.22 0.08
H -0.82 0.64 -1.28 0.05
H -1.13 1.63 0.13 0.08
H -4.25 -0.31 -2.27 0.08
H -5.69 0.68 -1.96 0.08
H -4.24 0.95 -1.02 0.07
H -4.51 0.40 -4.71 0.09
H -4.82 2.11 -5.03 0.06
H -5.95 1.20 -4.07 0.08
O -1.98 4.26 4.45 -0.29
P -0.80 3.45 4.92 0.68
N -1.60 2.46 6.09 -0.30
C -1.00 1.84 7.25 -0.13
C -2.70 1.66 5.57 -0.14
N 0.08 4.72 5.67 -0.33
C 0.58 4.66 7.03 -0.14
C -0.34 6.09 5.37 -0.13
N 0.65 2.48 4.85 -0.26
C 1.77 3.12 4.11 -0.12
C 0.42 1.18 4.18 -0.14
H -0.35 0.98 7.02 0.08
H -1.78 1.47 7.92 0.08
H -0.43 2.54 7.86 0.05
H -2.35 0.81 4.96 0.06
H -3.36 2.26 4.95 0.07
H -3.31 1.26 6.38 0.08
H -0.22 4.74 7.77 0.09
H 1.28 5.48 7.21 0.08
H 1.16 3.75 7.21 0.07
H -1.23 6.38 5.93 0.09
H -0.55 6.21 4.31 0.07
H 0.46 6.79 5.61 0.08
H 1.49 3.37 3.09 0.09
H 2.62 2.44 4.08 0.07
H 2.11 4.02 4.60 0.07
H -0.01 1.31 3.18 0.08
H -0.24 0.53 4.75 0.06
H 1.36 0.63 4.08 0.05
```

Summary:
Total charge ... +1
Largest force on an atom ... 0.1335 hartree/bohr

=====

(2)
C33H59N2O2P2Sn | the ωB97M-V functional and the def2-TZVPD basis

Geometry as XYZ:
```
99
Properties=species:S:1:pos:R:3:lowdin_charge:R:1
C 1.84 2.77 0.37 -0.37
C -0.44 2.68 1.02 -0.37
C 1.88 4.14 0.57 -0.06
C -0.38 4.05 1.40 -0.04
C 0.78 4.77 1.17 -0.07
H 2.78 4.67 0.28 0.11
H -1.28 4.50 1.80 0.11
H 0.84 5.81 1.46 0.11
N 0.76 2.06 0.73 -0.10
P 3.00 0.24 0.33 1.01
P -2.40 0.49 0.57 1.00
C 2.99 1.98 -0.26 -0.23
H 2.85 2.00 -1.36 0.08
H 3.95 2.49 -0.10 0.09
C -1.72 2.08 0.84 -0.34
H -2.53 2.83 1.01 0.07
C -3.72 1.18 -0.75 -0.63
C -3.36 -0.18 2.17 -0.67
C 3.61 -0.89 -1.06 -0.67
C 3.99 0.35 1.91 -0.68
C -3.85 -0.02 -1.69 -0.12
H -4.26 -0.90 -1.19 0.07
H -4.51 0.21 -2.55 0.10
H -2.87 -0.29 -2.09 0.02
C -5.05 1.61 -0.14 -0.10
H -5.61 0.81 0.35 0.06
H -4.90 2.45 0.56 0.08
H -5.68 2.00 -0.96 0.09
C -3.17 2.43 -1.44 -0.12
H -3.82 2.69 -2.29 0.09
H -3.15 3.30 -0.77 0.08
H -2.14 2.30 -1.81 0.04
C -4.25 -1.34 1.67 -0.10
H -3.65 -2.12 1.18 0.06
H -4.76 -1.80 2.53 0.09
H -5.02 -1.01 0.97 0.06
C -2.33 -0.72 3.17 -0.14
H -1.64 -1.44 2.71 0.02
H -1.75 0.09 3.63 0.08
H -2.86 -1.24 3.98 0.10
C -4.19 0.88 2.90 -0.10
H -4.97 1.33 2.28 0.05
H -4.69 0.38 3.74 0.09
H -3.55 1.67 3.31 0.08
C 4.09 -1.06 2.53 -0.08
H 4.76 -0.99 3.41 0.10
H 3.12 -1.43 2.89 0.03
H 4.52 -1.79 1.84 0.07
C 3.25 1.28 2.90 -0.08
H 3.14 2.29 2.49 0.08
H 2.26 0.89 3.19 0.03
H 3.86 1.35 3.81 0.11
C 5.37 0.92 1.62 -0.08
H 5.88 1.10 2.58 0.10
H 5.99 0.23 1.04 0.07
H 5.33 1.88 1.08 0.07
C 3.36 -0.20 -2.41 -0.10
H 3.99 0.69 -2.54 0.09
H 3.59 -0.90 -3.22 0.11
H 2.30 0.10 -2.50 0.03
C 2.80 -2.20 -1.01 -0.10
H 1.72 -2.02 -1.15 0.05
H 3.13 -2.85 -1.83 0.10
H 2.94 -2.75 -0.06 0.08
C 5.11 -1.17 -0.92 -0.09
H 5.69 -0.24 -0.96 0.08
H 5.35 -1.72 0.00 0.07
H 5.41 -1.79 -1.77 0.10
Sn 0.53 -0.20 0.96 1.10
C 0.94 -1.04 3.73 -0.08
O 0.66 -1.51 4.74 0.10
N -0.04 0.20 -1.18 0.06
C -0.68 0.73 -2.03 -0.02
C -0.79 0.67 -3.63 -0.54
C -1.66 1.76 -4.23 -0.06
C 0.59 0.79 -4.26 -0.06
C -1.32 -0.70 -4.04 -0.05
H -2.71 1.66 -3.91 0.07
H -1.28 2.76 -3.97 0.10
H -1.64 1.66 -5.33 0.10
H 1.19 -0.10 -4.05 0.07
H 0.53 0.85 -5.35 0.11
H 1.13 1.69 -3.91 0.10
H -1.33 -0.79 -5.13 0.11
H -0.66 -1.49 -3.65 0.09
H -2.34 -0.88 -3.69 0.07
C -0.25 -5.12 1.04 -0.15
C -1.40 -4.85 0.07 -0.15
C -1.22 -3.40 -0.34 -0.19
O -0.40 -2.75 0.66 -0.34
C 0.11 -3.75 1.60 -0.19
H -0.51 -5.81 1.84 0.12
H 0.61 -5.52 0.51 0.11
H -2.36 -4.97 0.58 0.12
H -1.39 -5.52 -0.79 0.12
H -0.69 -3.31 -1.31 0.11
H -2.17 -2.84 -0.42 0.10
H -0.36 -3.56 2.59 0.11
H 1.19 -3.59 1.72 0.11
```

Summary:
Total charge ... +1
Largest force on an atom ... 0.1020 hartree/bohr

=====

(3)
C33H61F2N3O8 | the ωB97M-V functional and the def2-TZVPD basis

Geometry as XYZ:
```
107
Properties=species:S:1:pos:R:3:lowdin_charge:R:1
C 7.26 0.86 -0.30 -0.12
O 6.32 -0.10 0.32 -0.27
C 5.19 0.67 0.92 -0.22
C 4.34 -0.45 1.81 -0.17
C 3.39 -1.28 0.77 -0.22
C 2.77 -2.68 1.34 -0.21
C 2.60 -2.79 2.96 -0.21
C 1.26 -2.07 3.58 -0.20
C 0.58 -0.92 2.63 -0.23
C -0.64 -0.07 3.33 -0.19
C -1.32 1.06 2.33 -0.19
C -0.57 1.22 0.89 -0.14
C -1.07 2.52 0.01 -0.04
C 0.05 3.59 -0.54 0.08
N -0.72 4.67 -1.28 -0.05
N -0.14 5.79 -1.90 0.10
C 0.42 5.37 -3.27 -0.12
O 0.21 4.15 -3.81 0.06
F 1.25 6.31 -4.11 0.01
C 1.06 6.13 -1.00 -0.17
O 2.31 5.85 -1.36 0.07
F 0.79 6.76 0.31 0.03
C -2.21 4.30 -1.19 0.14
C -3.40 5.23 -1.85 -0.39
O -3.66 6.40 -1.21 -0.11
O -4.22 4.89 -3.02 -0.20
N -2.44 2.98 -0.44 0.01
C -3.75 2.27 -0.19 -0.12
C -4.13 1.30 -1.46 -0.16
C -3.00 0.16 -1.82 -0.21
C -3.18 -1.24 -0.93 -0.20
C -1.94 -2.30 -1.13 -0.21
C -1.55 -2.62 -2.68 -0.15
C 0.04 -3.15 -2.71 -0.20
O 0.83 -2.51 -3.79 -0.26
C 1.13 -1.11 -3.47 -0.12
H 8.36 0.68 0.10 0.10
H 7.27 0.71 -1.47 0.10
H 6.89 1.94 -0.01 0.09
H 4.53 1.22 0.13 0.13
H 5.61 1.45 1.72 0.13
H 5.15 -1.17 2.27 0.12
H 3.70 0.12 2.64 0.12
H 4.02 -1.52 -0.19 0.12
H 2.50 -0.57 0.44 0.10
H 1.67 -2.78 0.86 0.10
H 3.38 -3.59 0.90 0.12
H 2.48 -3.96 3.20 0.12
H 3.52 -2.44 3.59 0.10
H 1.51 -1.59 4.64 0.12
H 0.42 -2.89 3.78 0.12
H 1.44 -0.13 2.40 0.10
H 0.15 -1.42 1.66 0.10
H -0.34 0.43 4.37 0.13
H -1.48 -0.86 3.61 0.12
H -1.23 2.12 2.88 0.12
H -2.46 0.79 2.27 0.09
H -0.62 0.22 0.23 0.10
H 0.60 1.39 1.07 0.12
H 1.19 3.42 -0.34 0.13
H -4.58 3.12 -0.17 0.16
H -3.82 1.72 0.84 0.13
H -5.11 0.71 -1.14 0.13
H -4.33 1.94 -2.43 0.13
H -3.21 -0.17 -2.95 0.12
H -1.89 0.55 -1.81 0.10
H -3.18 -0.92 0.20 0.10
H -4.22 -1.69 -1.27 0.13
H -1.01 -1.96 -0.47 0.08
H -2.30 -3.33 -0.65 0.13
H -2.17 -3.56 -3.07 0.12
H -1.72 -1.74 -3.44 0.11
H 0.07 -4.32 -2.90 0.13
H 0.58 -2.98 -1.67 0.11
H 0.91 -0.86 -2.33 0.09
H 0.51 -0.36 -4.13 0.10
H 2.27 -0.90 -3.69 0.10
C 2.18 4.49 1.99 -0.08
C 1.64 3.93 3.29 -0.26
O 2.60 3.16 4.02 -0.17
C 3.78 3.85 4.42 -0.28
C 3.51 5.04 5.33 -0.08
H 2.55 3.69 1.34 0.07
H 1.39 5.04 1.45 0.04
H 3.01 5.19 2.15 0.08
H 0.81 3.25 3.06 0.10
H 1.23 4.72 3.92 0.11
H 4.36 4.15 3.54 0.10
H 4.40 3.13 4.97 0.12
H 2.90 5.80 4.84 0.07
H 4.45 5.51 5.64 0.08
H 2.97 4.72 6.23 0.08
C -4.34 -6.74 -4.74 -0.08
C -3.53 -6.91 -3.46 -0.28
O -3.87 -5.97 -2.44 -0.18
C -5.22 -6.00 -1.98 -0.28
C -5.63 -7.34 -1.38 -0.08
H -4.22 -5.73 -5.14 0.08
H -4.02 -7.46 -5.49 0.08
H -5.41 -6.90 -4.56 0.06
H -2.47 -6.74 -3.69 0.12
H -3.61 -7.93 -3.08 0.10
H -5.90 -5.70 -2.79 0.11
H -5.31 -5.23 -1.21 0.12
H -5.57 -8.15 -2.11 0.07
H -6.65 -7.29 -1.01 0.08
H -4.96 -7.60 -0.55 0.08
```

Summary:
Largest force on an atom ... 0.2016 hartree/bohr

=====

(4)
C33H61N7O11 | the ωB97M-V functional and the def2-TZVPD basis

Geometry as XYZ:
```
112
Properties=species:S:1:pos:R:3:lowdin_charge:R:1
O -6.85 -8.36 10.42 0.03
C -7.39 -8.23 11.66 -0.35
C -8.44 -7.36 11.96 -0.01
C -9.11 -7.50 13.17 -0.04
C -8.71 -8.45 14.11 -0.35
O -9.33 -8.55 15.34 0.01
C -7.66 -9.28 13.80 -0.04
C -7.00 -9.18 12.59 -0.03
H -6.01 -8.83 10.54 0.11
H -8.73 -6.70 11.18 0.11
H -9.95 -6.89 13.35 0.11
H -9.06 -9.45 15.71 0.05
H -7.32 -9.99 14.54 0.10
H -6.11 -9.78 12.34 0.13
O -5.65 -14.62 13.97 0.00
C -4.98 -13.50 14.42 -0.35
C -5.54 -12.23 14.30 -0.05
C -4.83 -11.14 14.65 -0.04
C -3.54 -11.23 15.20 -0.33
O -2.83 -10.15 15.56 0.05
C -3.01 -12.50 15.32 -0.02
C -3.74 -13.61 14.96 -0.03
H -6.38 -14.26 13.39 0.04
H -6.59 -12.07 14.02 0.11
H -5.11 -10.10 14.56 0.09
H -3.42 -9.37 15.59 0.05
H -2.04 -12.68 15.74 0.11
H -3.30 -14.60 15.05 0.12
C -6.12 -9.22 17.66 -0.03
N -6.47 -8.11 16.75 0.05
C -5.63 -7.51 15.86 -0.49
C -6.20 -6.39 15.00 0.02
O -4.48 -7.93 15.67 0.00
H -5.87 -8.82 18.67 0.10
H -5.24 -9.78 17.38 0.07
H -6.95 -9.87 17.75 0.05
H -7.40 -7.70 16.80 0.13
H -5.69 -5.46 15.18 0.08
H -7.25 -6.23 15.18 0.07
H -6.07 -6.63 13.97 0.07
C -9.35 -15.23 10.55 -0.05
N -8.11 -14.62 10.18 0.01
C -7.20 -14.11 10.98 -0.54
C -5.88 -13.66 10.45 0.03
O -7.47 -14.15 12.17 0.00
H -9.46 -16.09 9.85 0.11
H -10.11 -14.48 10.42 0.07
H -9.46 -15.58 11.58 0.09
H -7.84 -14.66 9.20 0.15
H -5.91 -13.41 9.39 0.08
H -5.18 -14.49 10.56 0.10
H -5.48 -12.82 11.04 0.09
C -14.79 -11.61 16.18 -0.07
N -14.12 -12.56 15.32 0.02
C -14.02 -13.89 15.70 -0.57
C -13.39 -14.77 14.63 0.01
O -14.47 -14.29 16.71 0.07
H -14.20 -11.38 17.10 0.10
H -15.78 -12.01 16.43 0.09
H -14.96 -10.69 15.67 0.06
H -13.54 -12.31 14.55 0.08
H -13.18 -15.72 15.09 0.07
H -12.47 -14.32 14.21 0.07
H -14.14 -14.86 13.86 0.08
C -9.58 -11.41 11.65 -0.04
N -10.40 -10.47 12.38 0.05
C -11.26 -10.82 13.34 -0.53
C -12.15 -9.77 13.92 0.03
O -11.40 -12.01 13.60 -0.01
H -10.14 -11.98 10.89 0.10
H -9.04 -12.05 12.32 0.06
H -8.83 -10.80 11.15 0.08
H -10.36 -9.50 12.10 0.13
H -13.16 -10.06 13.63 0.09
H -11.87 -8.78 13.59 0.07
H -12.27 -9.77 14.97 0.08
C -13.65 -14.74 20.21 -0.06
N -12.77 -14.68 19.05 0.02
C -11.48 -14.31 19.15 -0.56
C -10.82 -14.08 17.79 0.02
O -10.90 -14.13 20.18 0.05
H -14.67 -14.68 19.91 0.07
H -13.45 -13.94 20.90 0.07
H -13.55 -15.72 20.73 0.09
H -13.21 -14.63 18.12 0.09
H -9.88 -14.60 17.77 0.07
H -10.59 -13.04 17.68 0.08
H -11.44 -14.35 16.93 0.07
C -9.04 -14.46 14.95 -0.05
N -9.16 -13.04 15.14 0.06
C -8.68 -12.20 16.07 -0.50
C -7.64 -12.76 17.00 0.02
O -9.02 -11.01 16.16 0.00
H -8.36 -14.92 15.67 0.09
H -8.70 -14.68 13.96 0.06
H -10.04 -14.85 15.14 0.07
H -9.89 -12.63 14.56 0.09
H -6.81 -13.19 16.41 0.09
H -8.06 -13.55 17.61 0.07
H -7.25 -11.98 17.62 0.05
C -7.84 -13.13 20.70 -0.09
N -6.59 -13.30 20.00 -0.02
C -5.73 -12.24 19.78 -0.55
C -4.53 -12.50 18.91 0.00
O -6.07 -11.12 20.12 0.03
H -7.78 -12.83 21.76 0.09
H -8.39 -14.08 20.61 0.07
H -8.39 -12.34 20.18 0.08
H -6.10 -14.21 20.02 0.14
H -4.09 -13.51 18.92 0.09
H -3.73 -11.82 19.13 0.08
H -4.85 -12.21 17.89 0.07
```

Summary:
SMILES ... Oc1ccc(O)cc1.Oc1ccc(O)cc1.CNC(C)=O.CNC(C)=O.CNC(C)=O.CNC(C)=O.CNC(C)=O.CNC(C)=O.CNC(C)=O
Largest force on an atom ... 0.0984 hartree/bohr

=====

| no. | E_tot (hartree) | orbital gap (eV) |
| --- | --- | --- |
| 1 | -5422.38797 | 5.54 |
| 2 | -2449.50886 | 5.81 |
| 3 | -2259.11535 | 6.77 |
| 4 | -2505.11699 | 7.62 |